{"formula": "C7H17NO", "method": "ωB97M-V/def2-TZVPD", "lumo_energy_ev": 0.785, "total_charge": 0, "multiplicity": 1, "homo_lumo_gap_ev": 10.75, "smiles": "CC(N)=O.CCCCC", "homo_energy_ev": -9.96, "de_lowest_kj_mol": 169.4, "species": ["O", "N", "C", "C", "C", "C", "C", "C", "C", "H", "H", "H", "H", "H", "H", "H", "H", "H", "H", "H", "H", "H", "H", "H", "H", "H"], "positions_angstrom": [[-1.9071, -0.2363, 1.5873], [-2.1727, -1.5003, -0.2184], [0.9966, 1.3696, 0.6950], [-2.2309, -0.3371, 0.4544], [-2.6687, 0.8028, -0.4716], [1.0962, 0.1302, -0.2415], [1.5772, -2.4309, -0.1633], [1.3819, -1.1069, 0.6019], [0.8675, 2.6344, -0.0954], [-1.7817, -1.5306, -1.2393], [0.7557, -2.4804, -0.8874], [-1.4360, -2.1621, 0.2497], [-3.2006, 0.2491, -1.3834], [2.4970, -2.4370, -0.7605], [2.2474, -0.9965, 1.2770], [1.5060, -3.2566, 0.4822], [-3.3510, 1.7143, -0.1067], [1.9960, 1.4223, 1.3151], [0.8971, 3.6588, 0.4831], [0.5648, -1.1704, 1.3834], [1.6850, 2.6647, -0.8751], [1.9540, 0.2946, -0.9777], [-1.7526, 1.1913, -0.9645], [0.2302, -0.1755, -0.9318], [0.2511, 1.2065, 1.4901], [-0.0024, 2.4820, -0.7027]], "forces_ev_per_angstrom": [[0.28, 0.34, 2.45], [3.96, -4.50, -2.22], [2.05, -0.70, 1.28], [-0.48, 2.25, -1.99], [-2.00, 0.42, -2.08], [0.96, -0.54, -0.75], [-0.74, 2.03, -1.09], [-0.07, -0.60, 1.52], [1.08, 1.71, -0.32], [-1.66, 0.80, 2.28], [0.02, -0.36, -0.09], [-2.17, 1.45, -0.51], [0.68, 1.50, 1.93], [-0.07, -0.06, 0.34], [0.06, 0.43, -0.48], [0.15, -1.18, 0.77], [1.72, -2.37, -0.42], [-1.60, -0.33, -1.22], [-0.35, -2.17, -1.06], [0.41, -0.28, -1.04], [-0.52, 0.13, 0.96], [-0.91, -0.11, 0.88], [-0.43, 0.06, 0.58], [0.68, 1.10, 1.11], [-0.14, 0.22, -0.59], [-0.91, 0.78, -0.24]]}